# 1
# CH2NO3S

A structure of composition CH2NO3S at a distorted geometry (wB97M-V/def2-TZVPD, the OMol25 dataset).

The geometry in ORCA input format:
```
! wB97M-V def2-TZVPD RIJCOSX def2/J DEFGRID3
* xyz -1 1
S 0.4273 -0.5692 -0.0051
O 0.4133 -1.8617 -0.7705
O 1.3681 2.2562 0.0842
O 0.9514 -0.7446 1.3167
N -1.3339 -0.2198 0.2857
C 1.5465 1.4536 -0.7357
H -1.8144 -1.0060 -0.0737
H -1.5583 0.6915 -0.1015
*
```

Values from the calculation:
Highest occupied orbital energy   -3.356 eV
LUMO   4.081 eV
E   -19537.38580 eV
Energy relative to the best compared isomer or geometry (same formula, charge and spin)   35.0 kcal per mole
Molecular weight   108.10 Da

# 2
# C4H11N2O2

The ion C4H11N2O2 with charge +1 at a distorted geometry (wB97M-V/def2-TZVPD, the OMol25 dataset).

The geometry in ORCA input format:
```
! wB97M-V def2-TZVPD RIJCOSX def2/J DEFGRID3
* xyz 1 1
O 0.7577 2.3303 2.0775
O 0.2734 0.2807 2.9309
N 0.2480 0.6052 0.7228
N -0.7395 0.0022 -1.5543
C -0.0674 -0.8323 0.6590
C 0.4056 1.0798 1.8779
C -1.0748 -0.9886 -0.4187
C 0.5818 -0.3559 -2.2530
H 0.6733 0.6942 3.6756
H -2.0790 -0.8194 -0.1328
H 0.6872 2.8057 1.2637
H 0.8838 0.3706 -2.8666
H -0.2698 -1.3217 1.5961
H -1.5029 0.2437 -2.1789
H 0.5088 -1.3406 -2.7059
H -0.8915 -1.8658 -0.8845
H -0.5152 0.8211 -0.8709
H 1.2293 -0.4071 -1.3338
H 0.8911 -1.3022 0.3960
*
```

Values from the calculation:
Highest occupied orbital energy   -14.029 eV
LUMO   -2.859 eV
E   -11394.52277 eV
Energy relative to the best compared isomer or geometry (same formula, charge and spin)   36.9 kcal per mole
Molecular weight   119.14 Da

# 3
# CH3N5O2

A cluster of 2 separate species, CH3N5O2 in total at a distorted geometry (wB97M-V/def2-TZVPD, the OMol25 dataset).

The geometry in ORCA input format:
```
! wB97M-V def2-TZVPD RIJCOSX def2/J DEFGRID3
* xyz 0 1
O -2.4619 -0.0403 0.2356
O -0.9403 0.5647 -1.4035
N 1.2189 0.9463 -1.2097
N 0.8765 -0.2461 -0.4130
N -1.1785 -0.7792 0.4542
N 1.7855 -0.4954 0.6909
N 0.2952 1.2797 -1.8432
C -0.4006 -0.2349 -0.3915
H 2.1310 0.6719 1.4762
H 1.6263 -1.5835 1.0674
H -2.9522 -0.0831 1.3367
*
```

Values from the calculation:
Highest occupied orbital energy   -8.929 eV
LUMO   -0.607 eV
E   -12621.21710 eV
Energy relative to the best compared isomer or geometry (same formula, charge and spin)   133.8 kcal per mole
Molecular weight   117.07 Da

# 4
# C21H19N3OS

A cluster of 2 separate species, C21H19N3OS in total at a distorted geometry (wB97M-V/def2-TZVPD, the OMol25 dataset).

The geometry in ORCA input format:
```
! wB97M-V def2-TZVPD RIJCOSX def2/J DEFGRID3
* xyz 0 1
S -0.5125 -2.6287 -2.2260
O 1.3475 3.4318 4.0950
N 1.7862 -2.8957 3.5311
N -2.8201 4.8094 -3.7453
N -1.4781 -4.6706 1.2802
C -0.3683 -0.0628 2.5671
C 0.2135 -1.0988 -2.1395
C -0.3587 -2.4864 2.1217
C -0.5385 2.0328 3.7970
C 2.7524 3.7273 3.8743
C -2.2868 3.7948 -3.5070
C 0.8039 -3.7249 -1.5937
C -0.9880 -1.2678 2.0499
C 1.0058 0.1952 2.3544
C -1.6490 2.5485 -3.2041
C -0.9735 -3.6802 1.6502
C 0.8389 2.2857 3.5672
C 1.6049 1.3561 2.8158
C -0.4745 -3.0588 -4.0108
C -0.2640 2.4971 -2.9770
C -1.8279 0.1666 -2.7877
C -2.4139 1.3733 -3.1239
C -1.1250 0.9037 3.2801
C 0.3460 1.3023 -2.6372
C -0.4235 0.0972 -2.5192
C 0.8294 -2.6906 2.8850
H 1.6090 -0.5250 1.8015
H 0.3280 3.4098 -3.0703
H 1.2655 -1.0920 -1.8515
H 2.9724 3.8328 2.8016
H 0.4784 -4.7518 -1.7970
H 2.6643 1.5461 2.6179
H -2.4409 -0.7351 -2.7131
H -2.0240 -1.2112 1.7097
H -1.1006 2.7582 4.3813
H -3.4843 1.4251 -3.3291
H -1.2248 -2.4414 -4.5162
H 3.3951 2.9515 4.3162
H 0.8638 -3.5605 -0.5129
H 0.5211 -2.8741 -4.4288
H -2.1829 0.7048 3.4508
H 1.4248 1.2431 -2.4669
H 1.7528 -3.4977 -2.0912
H 2.9013 4.6791 4.3864
H -0.7458 -4.1181 -4.0863
*
```

Values from the calculation:
Highest occupied orbital energy   -6.808 eV
LUMO   -1.108 eV
E   -39434.25443 eV
Energy relative to the best compared isomer or geometry (same formula, charge and spin)   118.5 kcal per mole
Molecular weight   361.47 Da

# 5
# C37H33AsIrN11P

A structure of composition C37H33AsIrN11P at a distorted geometry (wB97M-V/def2-TZVPD, the OMol25 dataset).

The geometry in ORCA input format:
```
! wB97M-V def2-TZVPD RIJCOSX def2/J DEFGRID3
* xyz 1 1
Ir 0.0572 0.3668 -0.0162
As 2.1985 1.1492 -5.9667
P -0.2645 -0.2566 -2.2630
N 1.4340 0.4662 3.9267
N 0.1335 0.5268 4.0276
N -1.6220 -1.3943 0.6513
N 2.9045 0.3844 2.0381
N 2.0022 0.0542 -0.1644
N 4.1714 0.3340 -0.0019
N 3.8291 0.1682 -1.2524
N 2.5667 -0.0052 -1.3742
N 0.5037 0.5432 1.9439
N -0.4382 0.5691 2.8888
N -1.7025 1.2769 0.1162
C 0.3702 0.5629 -3.8140
C -4.0798 2.7538 0.2669
C 0.8285 4.8883 -4.5329
C -0.4925 0.5378 -7.0619
C 0.1833 -1.9854 -2.5714
C -4.1195 1.3549 0.3827
C 1.1846 -4.0369 -1.8075
C 0.4428 -1.4238 -8.7861
C 1.3534 2.9015 -5.7887
C -2.8840 0.6438 0.3495
C -2.0443 -0.1746 -2.6590
C -2.8829 -0.7440 0.5033
C 0.7923 -2.7317 -1.5684
C 1.6812 0.4652 2.6241
C -2.8641 -1.2953 -2.6033
C -2.8399 3.3857 0.0336
C -1.7008 2.6424 -0.0419
C 0.1484 5.4049 -5.6257
C -2.6007 1.0687 -2.9554
C -4.7543 0.0500 -3.2155
C 0.8661 0.2336 -7.0866
C 1.4408 3.6498 -4.6165
C 0.7035 3.4486 -6.8937
C -3.9488 1.1784 -3.2405
C -1.3730 -0.1429 -7.8837
C -5.3090 0.6185 0.4975
C -0.0460 -2.5660 -3.8177
C -0.9065 -1.1132 -8.7553
C 0.0871 4.6831 -6.8073
C 1.8054 0.2940 -4.1980
C 0.9621 -4.6048 -3.0514
C 3.0419 0.2708 0.6921
C -5.2879 -0.7799 0.5556
C 0.3417 -3.8716 -4.0529
C 1.3225 -0.7550 -7.9528
C -4.0991 -1.4630 0.5438
C -4.2145 -1.1805 -2.8848
H 0.8105 -2.1750 -9.4682
H 2.0073 -0.7754 -4.3072
H -5.8032 0.1313 -3.4541
H -1.6714 -2.3574 0.3251
H -1.9739 1.9514 -2.9694
H -0.4334 5.0848 -7.6635
H -2.4255 0.0977 -7.8481
H -0.3041 0.1933 -4.5960
H 0.6678 2.8894 -7.8217
H -1.5936 -1.6156 -9.4180
H -1.3605 -1.4060 1.6392
H 0.2093 1.6403 -3.7119
H -0.3132 6.3788 -5.5640
H -0.5325 -2.0074 -4.6074
H -0.8680 1.3205 -6.4124
H 0.1634 -4.3141 -5.0228
H -4.0724 -2.5404 0.5863
H 0.8871 5.4586 -3.6171
H -0.7325 3.0932 -0.2372
H -6.2210 -1.3151 0.6257
H -2.4382 -2.2562 -2.3549
H 2.5052 0.6780 -3.4577
H -4.9819 3.3344 0.3699
H -2.7868 4.4553 -0.0862
H 0.9666 -2.2711 -0.6042
H -6.2486 1.1480 0.5066
H 1.9858 3.2579 -3.7651
H 3.7261 0.3925 2.6252
H 1.6714 -4.6067 -1.0302
H -4.8527 -2.0498 -2.8586
H 2.3814 -0.9863 -7.9796
H -4.3668 2.1397 -3.4988
H 1.2732 -5.6197 -3.2407
*
```

Values from the calculation:
Highest occupied orbital energy (alpha / beta)   -10.200 / -10.199 eV
LUMO (alpha / beta)   -5.019 / -5.996 eV
E   -128254.75879 eV
Molecular weight   929.86 Da

# 6
# C9H14N2O2Si

An isolated molecule of C9H14N2O2Si at a distorted geometry (wB97M-V/def2-TZVPD, the OMol25 dataset).

The geometry in ORCA input format:
```
! wB97M-V def2-TZVPD RIJCOSX def2/J DEFGRID3
* xyz 0 1
Si 1.7038 -0.1637 -0.1623
O 1.7083 2.4242 0.3601
O -0.4114 2.9578 0.4477
N 0.2407 0.9123 -0.1417
N 0.4987 2.1537 0.2574
C -1.9310 0.2160 -1.2408
C -3.8160 -0.5321 0.1244
C 2.0193 -0.2933 1.7537
C -3.0075 -0.3487 1.2881
C 2.9927 0.6624 -1.2961
C -3.2272 -0.2176 -1.1132
C 1.2297 -1.8673 -0.7682
C -1.1231 0.3677 -0.0859
C -1.6460 0.0880 1.1551
H 2.9889 0.4441 -2.2910
H 3.0236 1.8106 -1.0536
H -3.3570 -0.6026 2.3319
H 2.1483 0.7123 2.1728
H 3.0744 -0.6492 1.8631
H 1.1013 -1.9973 -1.8827
H -1.0310 0.2602 2.1069
H -4.9058 -0.9082 0.1768
H -3.8706 -0.3684 -1.9721
H 3.8740 0.0305 -0.9204
H 1.8198 -2.7190 -0.5081
H -1.3492 0.4229 -2.1612
H 1.0600 -0.7837 2.0519
H 0.1924 -2.0114 -0.4923
*
```

Values from the calculation:
Highest occupied orbital energy   -9.710 eV
LUMO   0.641 eV
E   -24509.79583 eV
Molecular weight   210.31 Da

Question: What is the E in the sixth record?
Answer: -24509.79583 eV

Question: Which value of molecular weight does entry 3 give?
Answer: 117.07 Da

Repeat the first record exactly.
# CH2NO3S

A structure of composition CH2NO3S at a distorted geometry (wB97M-V/def2-TZVPD, the OMol25 dataset).

The geometry in ORCA input format:
```
! wB97M-V def2-TZVPD RIJCOSX def2/J DEFGRID3
* xyz -1 1
S 0.4273 -0.5692 -0.0051
O 0.4133 -1.8617 -0.7705
O 1.3681 2.2562 0.0842
O 0.9514 -0.7446 1.3167
N -1.3339 -0.2198 0.2857
C 1.5465 1.4536 -0.7357
H -1.8144 -1.0060 -0.0737
H -1.5583 0.6915 -0.1015
*
```

Values from the calculation:
Highest occupied orbital energy   -3.356 eV
LUMO   4.081 eV
E   -19537.38580 eV
Energy relative to the best compared isomer or geometry (same formula, charge and spin)   35.0 kcal per mole
Molecular weight   108.10 Da

Question: The lowest E belongs to which entry?
Answer: C37H33AsIrN11P